Molecular formula: C16H20ClFN4O2S
Method: DFT, ωB97M-V/def2-TZVPD

The geometry in XYZ format:
```
45
C16H20ClFN4O2S, DFT ωB97M-V/def2-TZVPD
C 2.6089 -2.4038 1.8280
C 3.3460 -1.7145 0.7397
N 4.1606 -2.3439 -0.0894
N 4.6486 -1.4315 -0.9282
C 4.1665 -0.2078 -0.6644
C 3.3123 -0.3415 0.4121
S 2.4314 0.9912 1.1522
O 1.9589 0.6092 2.4560
O 3.2261 2.1786 1.0442
N 1.1287 1.1651 0.0890
C 0.4591 2.4381 0.2923
C -0.6605 2.5853 -0.7425
N -1.6181 1.4967 -0.7015
C -2.5283 1.5451 0.4374
C -3.6783 0.6027 0.2003
C -4.4739 0.7884 -0.9260
C -5.5380 -0.0444 -1.2113
C -5.8079 -1.0869 -0.3424
C -5.0411 -1.3141 0.7837
C -3.9747 -0.4652 1.0427
Cl -3.0180 -0.7850 2.4491
H -5.2699 -2.1375 1.4407
F -6.8425 -1.9096 -0.5983
H -6.1533 0.1026 -2.0840
H -4.2317 1.6043 -1.5883
H -2.9202 2.5652 0.4947
H -2.0443 1.3138 1.3943
C -0.9215 0.2312 -0.8332
C 0.2091 0.0492 0.1881
H 0.7685 -0.8619 -0.0307
H -0.1911 -0.0309 1.2087
H -1.6420 -0.5829 -0.7370
H -0.4915 0.2027 -1.8385
H -1.1844 3.5308 -0.5907
H -0.2165 2.5857 -1.7420
H 1.2131 3.2163 0.1735
H 0.0515 2.5010 1.3122
H 4.4430 0.6663 -1.2157
C 5.5828 -1.8127 -1.9482
H 6.5296 -1.2870 -1.8171
H 5.7472 -2.8842 -1.8578
H 5.1842 -1.5874 -2.9385
H 2.2438 -1.6657 2.5366
H 1.7637 -2.9588 1.4215
H 3.2641 -3.1124 2.3284
```

The calculation puts the LUMO energy at 0.623 eV. For the largest force on an atom, the calculation gives 0.0194 hartree/bohr. Its molar mass is 386.88 g/mol. The HOMO-LUMO gap comes out at 9.3 eV. As for the energy above the lowest of the compared OMol25 structures with the same formula, charge and spin: 0.0414 eV. The SMILES is Cc1nn(C)cc1S(=O)(=O)N1CCN(Cc2ccc(F)cc2Cl)CC1.